[1]
Entry from the Open Molecules 2025 dataset: an isolated molecule of C14H16N2O3S at a distorted geometry (wB97M-V/def2-TZVPD).

Output
LUMO	0.558	eV
SMILES	CC(C)OC(=O)CCC(=O)Nc1nc2ccccc2s1
HOMO energy	-8.7	eV

The geometry in XYZ format:
```
36
C14H16N2O3S, DFT wB97M-V/def2-TZVPD
C -3.722 -2.093 1.234
C -3.637 -1.015 0.164
C -4.958 -0.275 -0.018
O -2.618 -0.087 0.580
C -1.977 0.594 -0.369
O -2.182 0.479 -1.548
C -0.952 1.521 0.253
C -0.260 2.365 -0.818
C 0.672 3.358 -0.183
O 0.407 4.519 0.009
N 1.918 2.897 0.219
C 2.491 1.669 0.104
N 1.933 0.591 -0.294
C 2.795 -0.469 -0.292
C 2.482 -1.767 -0.676
C 3.464 -2.734 -0.614
C 4.749 -2.427 -0.175
C 5.083 -1.142 0.211
C 4.102 -0.169 0.150
S 4.210 1.521 0.562
H -2.758 -2.580 1.357
H -4.011 -1.650 2.183
H -4.460 -2.837 0.949
H -3.325 -1.446 -0.796
H -5.248 0.203 0.915
H -4.855 0.484 -0.788
H -5.734 -0.974 -0.316
H -0.223 0.903 0.780
H -1.458 2.153 0.984
H -1.011 2.919 -1.382
H 0.285 1.703 -1.491
H 2.505 3.622 0.618
H 1.484 -1.990 -1.016
H 3.235 -3.746 -0.910
H 5.500 -3.202 -0.137
H 6.077 -0.899 0.550
```

The molecule's Löwdin atomic charges, reported in e, are given here:
1 C -0.04
2 C -0.40
3 C -0.03
4 O 0.02
5 C -0.49
6 O 0.12
7 C -0.07
8 C -0.10
9 C -0.45
10 O 0.10
11 N 0.11
12 C -0.58
13 N 0.11
14 C -0.30
15 C -0.01
16 C -0.09
17 C -0.09
18 C -0.10
19 C -0.47
20 S 1.08
21 H 0.08
22 H 0.08
23 H 0.08
24 H 0.14
25 H 0.09
26 H 0.08
27 H 0.08
28 H 0.12
29 H 0.14
30 H 0.13
31 H 0.11
32 H 0.14
33 H 0.11
34 H 0.10
35 H 0.10
36 H 0.11


[2]
Entry from the Open Molecules 2025 dataset: a structure of composition C28H44BrN3OsP2 at a distorted geometry (wB97M-V/def2-TZVPD).

Output
LUMO (spin up / spin down)	-13.039 / -14.607	eV
HOMO energy (spin up / spin down)	-18.9 / -19.5	eV
net charge	+4
multiplicity	5

The geometry in XYZ format:
```
79
C28H44BrN3OsP2, DFT wB97M-V/def2-TZVPD
N 7.844 -2.004 1.922
C 7.104 -3.119 1.859
C 5.707 -3.097 1.785
C 5.024 -1.842 1.750
C 5.838 -0.673 1.841
C 7.228 -0.818 1.941
C 3.607 -1.786 1.541
Os 0.935 -1.052 1.343
P -3.430 1.881 -3.479
C 2.850 -0.599 1.163
C 2.138 -0.699 -0.168
C 2.051 0.318 -1.166
C 1.327 0.073 -2.334
C 0.804 -1.225 -2.649
C 0.953 -2.248 -1.722
C 1.594 -2.021 -0.421
Br -0.085 -1.534 -4.252
H 3.037 -2.718 1.655
H 3.255 0.374 1.470
H 5.165 -4.039 1.705
H 5.408 0.325 1.816
H 7.649 -4.070 1.853
H 7.869 0.068 2.018
H 2.565 1.261 -0.963
H 2.186 -2.867 -0.039
H 1.206 0.868 -3.069
H 0.636 -3.266 -1.915
P -0.198 0.741 1.947
C -2.830 0.690 -4.737
C -2.789 1.236 -6.167
H -3.499 -0.184 -4.688
H -1.837 0.362 -4.387
H -2.348 0.484 -6.833
H -3.800 1.451 -6.536
H -2.194 2.152 -6.260
C -1.907 2.730 -2.932
C -2.058 4.246 -3.106
H -1.077 2.338 -3.537
H -1.745 2.460 -1.879
H -1.129 4.756 -2.832
H -2.295 4.518 -4.142
H -2.859 4.640 -2.469
C -4.018 0.776 -2.155
C -5.504 0.446 -2.351
H -3.854 1.296 -1.201
H -3.390 -0.125 -2.198
H -5.978 0.224 -1.390
H -6.051 1.282 -2.804
H -5.640 -0.429 -2.996
C -2.019 0.520 2.084
C -2.637 0.852 3.433
H -2.243 -0.521 1.814
H -2.437 1.136 1.277
H -2.346 0.141 4.220
H -2.381 1.865 3.764
H -3.726 0.791 3.324
C -0.078 2.154 0.812
C 1.116 3.075 0.994
H -1.024 2.698 0.935
H -0.082 1.714 -0.196
H 1.096 3.572 1.969
H 2.077 2.561 0.879
H 1.060 3.849 0.221
C 0.463 1.228 3.595
C 0.920 -0.008 4.376
H -0.328 1.790 4.108
H 1.301 1.917 3.417
H 1.797 0.263 4.981
H 0.138 -0.364 5.066
H 1.220 -0.860 3.716
N -1.594 -2.462 2.555
C -2.568 -3.331 2.221
C -2.090 -4.075 1.161
C -0.814 -3.599 0.873
N -0.529 -2.574 1.708
H -1.573 -1.847 3.366
H -3.508 -3.304 2.744
H -2.584 -4.856 0.621
H -0.091 -3.908 0.132
```

The molecule's Löwdin atomic charges, reported in e, are given here:
1 N 0.15
2 C 0.03
3 C 0.12
4 C -0.15
5 C 0.11
6 C 0.03
7 C -0.03
8 Os 1.26
9 P 1.22
10 C -0.30
11 C -0.46
12 C 0.01
13 C -0.06
14 C -0.64
15 C -0.07
16 C -0.20
17 Br 0.97
18 H 0.11
19 H 0.12
20 H 0.15
21 H 0.14
22 H 0.16
23 H 0.16
24 H 0.14
25 H 0.13
26 H 0.12
27 H 0.11
28 P 0.83
29 C -0.40
30 C -0.11
31 H 0.10
32 H -0.01
33 H 0.09
34 H 0.09
35 H 0.08
36 C -0.37
37 C -0.13
38 H 0.08
39 H 0.06
40 H 0.09
41 H 0.09
42 H 0.09
43 C -0.38
44 C -0.13
45 H 0.08
46 H 0.09
47 H 0.09
48 H 0.08
49 H 0.09
50 C -0.36
51 C -0.11
52 H 0.05
53 H 0.08
54 H 0.08
55 H 0.09
56 H 0.10
57 C -0.37
58 C -0.11
59 H 0.10
60 H 0.06
61 H 0.09
62 H 0.06
63 H 0.10
64 C -0.32
65 C -0.11
66 H 0.10
67 H 0.09
68 H 0.10
69 H 0.10
70 H 0.03
71 N -0.01
72 C 0.00
73 C 0.01
74 C -0.08
75 N -0.15
76 H 0.15
77 H 0.15
78 H 0.13
79 H 0.11


[3]
Entry from the Open Molecules 2025 dataset: a structure of composition C20H15Cl5MoN2O3S at a distorted geometry (wB97M-V/def2-TZVPD).

Output
LUMO (spin up / spin down)	-1.769 / -2.356	eV
HOMO energy (spin up / spin down)	-8.2 / -8.2	eV
multiplicity	3

The geometry in XYZ format:
```
47
C20H15Cl5MoN2O3S, DFT wB97M-V/def2-TZVPD
Mo 0.711 0.229 0.116
Cl 3.701 0.043 0.185
C 3.092 -0.239 1.802
C 1.707 -0.245 1.923
C 1.219 -0.515 3.199
Cl -0.495 -0.524 3.411
C 2.056 -0.761 4.284
Cl 1.397 -1.105 5.830
C 3.441 -0.720 4.110
Cl 4.489 -0.995 5.437
C 3.974 -0.452 2.848
Cl 5.673 -0.393 2.601
C -3.108 -0.176 0.055
C -2.759 -1.633 0.152
C -3.723 -2.617 0.250
C -3.365 -3.956 0.333
C -2.029 -4.327 0.328
C -1.026 -3.378 0.232
C 0.424 -3.777 0.255
C -1.399 -2.020 0.137
N -0.438 -1.060 0.048
H -4.185 -0.029 0.103
H -2.740 0.241 -0.885
H -2.639 0.383 0.868
H -4.769 -2.337 0.259
H -4.133 -4.715 0.400
H -1.762 -5.375 0.400
H 0.774 -3.854 1.288
H 1.045 -3.040 -0.248
H 0.565 -4.745 -0.222
N 1.587 2.359 0.387
C 0.974 2.747 -0.875
C 0.496 1.675 -1.651
C -0.136 1.925 -2.867
C -0.279 3.236 -3.273
C 0.192 4.294 -2.512
C 0.794 4.054 -1.279
S -1.112 3.576 -4.871
O -0.844 2.383 -5.644
O -0.447 4.780 -5.322
O -2.489 3.745 -4.448
H 2.598 2.441 0.339
H 1.285 2.968 1.139
H 0.969 0.613 -1.560
H -0.506 1.132 -3.503
H 0.097 5.296 -2.911
H 1.125 4.868 -0.646
```

The molecule's Löwdin atomic charges, reported in e, are given here:
1 Mo 1.41
2 Cl 0.70
3 C -0.70
4 C -0.36
5 C -0.71
6 Cl 0.69
7 C -0.71
8 Cl 0.71
9 C -0.70
10 Cl 0.71
11 C -0.71
12 Cl 0.71
13 C -0.04
14 C -0.21
15 C -0.04
16 C -0.06
17 C -0.04
18 C -0.20
19 C -0.04
20 C -0.28
21 N -0.15
22 H 0.08
23 H 0.08
24 H 0.07
25 H 0.12
26 H 0.11
27 H 0.12
28 H 0.09
29 H 0.06
30 H 0.08
31 N -0.02
32 C -0.33
33 C -0.18
34 C -0.02
35 C -0.22
36 C 0.00
37 C 0.00
38 S 0.40
39 O -0.35
40 O -0.34
41 O -0.34
42 H 0.08
43 H 0.12
44 H 0.05
45 H 0.13
46 H 0.13
47 H 0.12


[4]
Entry from the Open Molecules 2025 dataset: an isolated molecule of C10H8O4S at a distorted geometry (wB97M-V/def2-TZVPD).

Output
LUMO	-0.396	eV
SMILES	CC(O)=C=[S@@]1(=O)OC(=O)c2ccccc21
HOMO energy	-8.9	eV

The geometry in XYZ format:
```
23
C10H8O4S, DFT wB97M-V/def2-TZVPD
C -1.375 -0.255 3.238
C -0.319 0.666 2.661
O 0.495 1.261 3.597
C -0.159 0.979 1.375
S -1.201 0.696 0.120
O -2.651 0.733 0.057
O -0.696 2.143 -0.709
C 0.418 2.011 -1.375
O 1.007 2.888 -1.902
C 0.704 0.523 -1.543
C 1.762 -0.078 -2.262
C 1.707 -1.373 -2.620
C 0.600 -2.157 -2.231
C -0.387 -1.627 -1.443
C -0.322 -0.280 -1.091
H -1.587 0.107 4.290
H -1.225 -1.344 3.279
H -2.243 -0.087 2.639
H 0.938 1.982 3.180
H 2.698 0.387 -2.362
H 2.583 -1.798 -2.993
H 0.501 -3.162 -2.618
H -1.248 -2.214 -1.287
```

The molecule's Löwdin atomic charges, reported in e, are given here:
1 C -0.02
2 C -0.42
3 O 0.05
4 C -0.15
5 S 0.96
6 O -0.29
7 O -0.10
8 C -0.53
9 O 0.17
10 C -0.10
11 C 0.00
12 C -0.05
13 C -0.05
14 C -0.04
15 C -0.22
16 H 0.11
17 H 0.09
18 H 0.05
19 H 0.09
20 H 0.12
21 H 0.10
22 H 0.11
23 H 0.11


[5]
Entry from the Open Molecules 2025 dataset: a cluster of 2 separate species, C4H10O2 in total at a distorted geometry (wB97M-V/def2-TZVPD).

Output
LUMO	0.864	eV
SMILES	CC(C)C=O.O
HOMO energy	-9.8	eV

The geometry in XYZ format:
```
16
C4H10O2, DFT wB97M-V/def2-TZVPD
C 0.566 0.310 0.055
C -0.610 -0.653 -0.217
C -0.337 -1.498 -1.457
C -1.837 0.199 -0.485
O -2.066 1.234 0.092
H 1.564 -0.089 -0.091
H 0.508 0.501 1.128
H 0.331 1.276 -0.382
H -0.864 -1.344 0.591
H 0.617 -2.034 -1.406
H -0.322 -0.918 -2.373
H -1.014 -2.336 -1.667
H -2.612 -0.146 -1.198
O 2.156 1.443 2.499
H 2.235 2.167 3.126
H 1.685 1.888 1.785
```

The molecule's Löwdin atomic charges, reported in e, are given here:
1 C -0.07
2 C -0.36
3 C -0.10
4 C -0.25
5 O 0.05
6 H 0.09
7 H 0.06
8 H 0.08
9 H 0.15
10 H 0.08
11 H 0.08
12 H 0.08
13 H 0.13
14 O -0.06
15 H 0.04
16 H 0.02


It is found that the relative energy (zero: lowest compared OMol25 entry of this formula, charge and spin) values, taken in the order of the records, are 3.9; 66.7; 29.2; 42.8; 26.3 kcal per mole.